264
Properties=species:S:1:pos:R:3:forces:R:3:mulliken_charge:R:1 method="wB97M-V/def2-TZVPD" homo_lumo_gap_ev=8.5982 homo_energy_ha=-0.2975 smiles=CC1(C)CCCC(C)(C)N1O.CC1(C)CCCC(C)(C)N1O.CC1(C)CCCC(C)(C)N1O.CC1(C)CCCC(C)(C)N1O.CC1(C)CCCC(C)(C)N1O.COCCNCCOC.COCCNCCOC.COCCNCCOC.COCCNCCOC.CO.CO.CO e_lumo_ev=0.504 molar_mass_da=1415.2
C 1.91601 0.15926 3.71041 1.07 -1.05 -0.32 -1.8192
C 2.51077 -1.21693 3.28462 -0.35 0.96 -0.71 2.7018
C 1.60520 -1.89169 2.21516 0.85 -0.64 -0.91 -0.5295
C 3.87425 -0.86573 2.66587 0.26 -0.36 0.16 -1.3075
C 4.78051 -2.04648 2.39359 0.70 -0.91 0.52 -0.5918
C 4.86983 -2.93280 3.67807 0.51 1.26 -0.21 -1.5327
C 3.52196 -3.19548 4.37157 0.56 -2.13 -2.22 2.2622
C 2.79240 -4.27992 3.52016 -0.06 -1.13 0.97 -1.8403
C 3.76231 -3.78217 5.71695 2.05 -0.08 0.84 -2.1054
N 2.77578 -2.00441 4.49609 0.35 1.87 -0.81 -0.2663
O 1.55627 -2.31502 5.07694 -1.18 0.82 2.28 0.2738
H 2.69872 0.57912 4.35809 -0.43 0.46 -0.22 0.8323
H 1.71164 0.74749 2.79050 0.03 -0.14 0.84 -0.1276
H 1.04211 -0.02764 4.30393 -0.72 0.27 0.10 0.1865
H 2.31743 -2.31493 1.45637 -0.96 0.06 0.42 0.1571
H 0.93082 -2.68669 2.52560 0.42 0.00 0.49 -0.2612
H 0.91846 -1.24578 1.67078 0.44 0.66 0.16 -0.8649
H 3.73337 -0.30802 1.75040 -0.24 0.37 -0.21 0.2968
H 4.39313 -0.22642 3.38592 -0.01 0.10 -0.09 0.4980
H 4.46718 -2.70414 1.55851 -0.10 0.55 0.24 0.1949
H 5.81370 -1.68980 2.13852 -0.88 -0.30 0.15 0.4488
H 5.62403 -2.47846 4.36557 -0.67 -0.28 -0.23 0.4103
H 5.23883 -3.89253 3.36753 0.41 -0.56 0.11 0.4228
H 3.00326 -4.32120 2.48238 0.22 0.75 -1.20 0.3296
H 1.71376 -4.18741 3.63894 0.08 -0.33 0.14 0.0689
H 3.12759 -5.30264 3.80411 -0.36 0.59 0.41 0.5432
H 4.22936 -2.96372 6.29450 -0.44 -0.49 0.39 0.4959
H 4.52620 -4.59099 5.66332 -0.41 0.50 -0.16 0.4204
H 2.90979 -4.23450 6.18400 -0.60 0.19 0.30 0.2787
H 1.60236 -1.75705 5.90055 -0.49 -0.96 -1.04 0.2042
C -1.22379 2.74546 -4.54996 -0.75 1.49 -1.88 -1.9230
C -0.23590 3.95044 -4.40085 -0.88 -1.39 2.55 1.6014
C -0.23116 4.94810 -5.50941 2.38 -0.38 0.48 -1.8271
C -0.74475 4.73327 -3.15316 0.55 -1.38 0.91 -1.1325
C 0.32737 5.64716 -2.56900 -0.71 -0.51 -0.22 -0.7053
C 1.63063 4.89373 -2.28111 -1.30 -0.05 -0.84 -1.4467
C 2.12634 4.18905 -3.57519 0.75 0.97 0.87 2.0885
C 2.78514 5.22518 -4.52106 0.99 -0.55 -1.44 -1.7629
C 3.22701 3.27101 -3.16624 1.84 -0.07 1.02 -1.5187
N 1.08598 3.31747 -4.05299 -1.00 -0.58 -1.48 1.6610
O 1.58623 2.58793 -5.24409 -0.29 0.25 0.80 -0.7696
H -1.23835 2.07762 -3.70365 0.25 -0.03 0.29 0.1631
H -2.27910 3.11169 -4.74361 1.07 -0.19 0.41 0.5115
H -0.96143 2.21653 -5.46817 0.07 -0.34 0.14 0.3076
H 0.35321 5.82224 -5.18233 -0.42 -0.24 -0.43 0.2952
H 0.31300 4.48218 -6.29814 0.11 -0.01 -1.22 0.2856
H -1.20304 5.22935 -5.74286 -1.72 0.48 -0.74 0.5915
H -1.63810 5.25256 -3.47063 -0.16 0.47 -0.07 0.6246
H -1.10062 4.04497 -2.36215 0.25 -0.05 -0.30 -0.0347
H 0.55379 6.26490 -3.40902 0.21 1.36 -0.06 0.2997
H -0.13640 6.21840 -1.74334 0.72 -0.09 -0.25 0.4124
H 1.49407 4.21015 -1.44370 0.21 -0.21 -0.02 -0.1295
H 2.39314 5.60616 -2.07517 0.72 0.56 0.67 0.5168
H 2.95437 4.68134 -5.53578 -0.65 1.43 1.41 0.1490
H 3.81649 5.46860 -4.18545 -0.49 -0.54 0.12 0.5185
H 2.36076 6.24253 -4.54333 -0.46 -0.68 -0.57 0.3828
H 2.83920 2.62498 -2.37660 0.19 -0.40 -0.12 0.0379
H 4.06400 3.87171 -2.71146 -0.69 -0.63 -0.39 0.6842
H 3.64135 2.69608 -4.00790 -0.22 0.23 0.42 -0.0231
H 1.83961 1.65952 -4.93547 -0.72 1.35 0.14 0.2929
C -0.64333 -4.63823 1.49971 0.19 -2.15 -0.46 -1.5690
C -1.03607 -4.88090 0.01597 -0.31 -0.78 -0.09 2.7536
C 0.14966 -4.56261 -0.91191 -0.36 0.85 0.86 -2.9822
C -1.36825 -6.36817 -0.21712 -1.34 0.83 1.79 -1.9003
C -2.76444 -6.79836 0.38617 0.71 0.78 -0.12 -0.4911
C -3.78985 -5.86873 -0.31926 0.14 -1.21 0.18 -1.5050
C -3.58947 -4.40669 -0.05361 0.94 0.00 1.09 2.0303
C -4.50323 -3.56374 -0.90707 -0.56 0.29 -0.10 -1.8377
C -3.80462 -4.00169 1.44899 0.51 -0.82 -0.20 -1.3999
N -2.20821 -4.11975 -0.55033 0.40 -0.19 1.20 0.0336
O -1.96510 -2.75683 -0.24290 0.19 0.65 -0.69 1.2955
H -1.13789 -5.31183 2.23859 -0.26 0.80 -0.63 0.2525
H 0.40066 -4.93659 1.64486 0.12 0.25 -0.35 0.6354
H -0.72953 -3.61805 1.70899 -0.34 1.49 0.70 0.0540
H 0.97649 -5.21562 -0.74481 0.66 -0.52 0.44 0.6069
H -0.14390 -4.70407 -1.91441 -0.52 -0.23 -1.32 0.7092
H 0.49807 -3.53139 -0.84771 -0.03 0.06 0.32 -0.0019
H -1.47698 -6.44631 -1.25433 -0.27 -0.38 -1.81 0.5736
H -0.52045 -6.97033 0.02864 0.46 -0.54 0.64 0.4391
H -2.92898 -7.82091 0.07032 -0.22 -0.28 -0.04 0.4906
H -2.88054 -6.80362 1.51111 0.44 0.31 -1.17 0.2982
H -4.79123 -6.09442 -0.00475 -0.65 -0.38 0.14 0.4593
H -3.72617 -6.08830 -1.40124 -0.07 0.28 0.32 0.2232
H -4.65559 -2.55874 -0.52482 0.51 0.28 0.02 0.2229
H -5.52306 -3.92888 -0.94354 -0.14 -0.59 -0.11 0.4630
H -4.08073 -3.53054 -1.90421 -0.16 0.11 -0.38 0.2583
H -4.79750 -4.23314 1.85129 -0.17 0.27 -0.60 0.4037
H -3.60396 -2.93506 1.45210 -0.07 0.09 0.55 0.0574
H -3.14697 -4.53327 2.16204 0.00 0.42 -0.59 0.2122
H -2.13948 -2.33695 -1.10319 0.26 0.50 0.38 -0.7461
C -0.29987 0.49562 7.85074 0.69 1.61 0.31 -1.5836
C -1.74219 0.89763 7.53369 -0.15 0.51 1.49 2.0689
C -2.40664 1.25127 8.90615 1.33 -1.23 0.91 -2.0241
C -1.68158 2.13765 6.70764 -0.18 1.43 -0.39 -0.4129
C -3.07642 2.52401 6.19151 0.26 1.45 -0.40 -0.9848
C -3.66090 1.34472 5.39888 -0.50 1.97 0.26 0.2482
C -3.76923 0.06616 6.19003 0.79 -0.36 -1.07 2.2326
C -4.90001 0.14916 7.23698 -0.17 0.59 -0.21 -1.3792
C -4.01339 -1.08745 5.13332 -0.85 0.39 1.33 -1.7005
N -2.42138 -0.16490 6.78936 -0.33 -0.35 -0.10 0.8363
O -2.60660 -1.21830 7.71130 -0.33 0.14 0.62 -0.5096
H 0.28565 1.43719 8.17950 -0.96 -1.34 -0.45 0.2984
H -0.28468 -0.17197 8.69838 0.27 -0.58 -0.05 0.5156
H 0.20941 0.13728 6.95309 -0.06 -0.36 0.14 -0.0194
H -2.68371 0.33957 9.49564 0.63 0.65 -0.53 0.3314
H -1.71019 1.88235 9.50249 -0.24 -0.55 -0.32 0.4216
H -3.29416 1.80031 8.86665 -1.44 0.97 -0.58 0.4057
H -1.16324 2.95936 7.27855 -0.70 -0.70 -0.36 0.5694
H -1.02909 1.97379 5.83340 -0.19 -0.11 0.04 -0.8028
H -3.78830 2.98833 6.92077 0.67 -0.88 -0.07 0.1655
H -2.92557 3.39106 5.50470 -0.15 -0.61 0.10 0.4625
H -3.02895 1.29536 4.50810 -0.19 -0.61 0.00 -0.3186
H -4.66869 1.66809 5.11072 0.08 -0.34 -0.24 -0.4404
H -5.02156 1.18485 7.59547 0.12 -0.37 -0.12 -0.1438
H -4.75716 -0.48913 8.09765 0.30 -0.18 0.05 0.2735
H -5.85524 -0.12980 6.80247 -0.11 -0.01 -0.27 0.4968
H -3.94235 -2.03306 5.69604 0.23 0.10 -0.78 0.4290
H -3.49613 -1.01588 4.17737 1.11 -0.13 0.53 -0.0307
H -5.02125 -1.00364 4.73804 -0.64 0.03 0.49 0.3885
H -2.08657 -1.92057 7.35128 0.75 -1.04 -0.44 0.4648
C 1.16625 5.69108 5.76507 -0.34 -0.91 -0.67 -1.5130
C 2.22127 5.03998 4.83471 0.60 0.37 0.36 1.7383
C 3.47695 4.58306 5.63407 -1.32 -1.20 -0.98 -1.8812
C 1.65611 3.76310 4.20030 -0.24 0.57 -0.88 -0.9110
C 0.61701 4.11712 3.14783 -0.30 0.64 0.36 -0.2776
C 1.30245 4.88398 1.99381 -0.82 -1.71 0.61 -1.0287
C 1.85140 6.16648 2.48211 2.17 1.85 0.23 1.7151
C 2.88992 6.69928 1.43092 -0.82 -1.51 -0.35 -1.4981
C 0.74987 7.18268 2.63107 -0.97 1.77 0.80 -1.7366
N 2.63643 5.91991 3.72368 0.49 0.20 -0.19 0.2729
O 3.41245 7.08477 4.08071 0.22 -1.22 -0.42 -0.4978
H 0.17051 5.60854 5.31958 0.06 -0.13 0.14 0.3281
H 1.14352 5.21240 6.73249 -0.02 -0.23 0.33 0.4523
H 1.28710 6.73454 5.92544 0.56 1.02 0.14 0.2350
H 3.09179 3.91924 6.42168 0.28 0.12 -0.06 0.3595
H 4.10868 3.97490 4.95477 -0.15 0.53 0.45 0.3804
H 4.01358 5.37536 6.07393 0.72 0.98 0.43 0.4144
H 2.42557 3.28250 3.58383 0.32 -0.18 0.68 0.3739
H 1.26922 3.06272 4.95400 0.17 0.26 -0.10 0.2581
H 0.19242 3.19840 2.80901 -0.51 -0.58 -0.55 -0.5329
H -0.19067 4.71985 3.60742 0.19 -0.32 -0.41 0.3520
H 0.58483 5.07340 1.18528 0.29 -0.12 0.01 0.4241
H 2.12311 4.23534 1.65292 -0.19 0.21 -0.27 0.3033
H 2.35447 6.66715 0.45887 0.32 0.36 0.33 0.1780
H 3.69752 5.92523 1.34308 -0.38 1.02 0.25 0.3918
H 3.22757 7.70714 1.66255 0.20 -0.23 -0.07 0.3900
H 1.02786 8.23859 2.97917 0.15 -1.49 -0.66 0.3231
H 0.03345 6.85748 3.38015 -0.17 -0.16 0.16 0.3795
H 0.15653 7.28435 1.71196 0.35 0.07 0.02 0.3488
H 2.99868 7.66809 4.72033 -0.95 -0.12 0.26 0.3234
C 4.63354 -1.29462 -3.17037 -0.37 -1.72 0.74 -0.5681
O 4.31751 -2.02992 -4.32561 -0.59 -0.06 -0.86 -0.2078
C 4.10455 -3.41493 -4.12979 -1.04 -1.10 0.55 -0.9342
C 3.59996 -4.10559 -5.39759 0.92 0.91 -0.70 0.5990
N 4.62859 -4.10521 -6.44715 0.90 1.25 1.21 -0.5478
C 4.05419 -4.43306 -7.72030 -1.55 -0.12 0.52 0.8007
C 4.82046 -3.89698 -8.85189 -0.41 1.84 -2.07 -1.0393
O 4.71890 -2.44530 -8.79651 1.14 -0.59 0.16 0.0156
C 5.85443 -1.77629 -9.38189 -1.84 -0.53 0.04 -0.9980
H 4.57653 -0.27926 -3.36869 -0.51 1.91 -0.67 -0.0003
H 5.65703 -1.44199 -2.88311 0.65 -0.58 0.48 0.3570
H 3.93045 -1.52797 -2.34908 0.43 -0.06 -0.18 0.1966
H 3.31430 -3.63313 -3.36037 0.57 0.60 -0.24 0.1776
H 5.02408 -3.86814 -3.78817 0.43 -0.29 0.15 0.5580
H 2.78569 -3.52615 -5.80159 -0.91 0.39 0.16 -0.6883
H 3.21300 -5.11136 -5.28472 0.15 -0.29 0.66 0.6081
H 4.94164 -3.10331 -6.43931 -0.15 -1.29 -0.61 0.2865
H 2.98095 -4.10589 -7.71307 0.64 0.24 -0.55 -0.7450
H 3.95875 -5.49646 -7.86869 0.29 -0.78 0.24 0.3423
H 4.30412 -4.16589 -9.82954 0.87 -0.23 0.96 0.3568
H 5.88950 -4.17718 -8.85501 -0.47 -0.16 0.05 0.5099
H 6.77136 -1.98457 -8.88394 0.80 -0.39 0.66 0.4068
H 5.61226 -0.73979 -9.24435 0.13 0.58 -0.30 0.1609
H 5.94314 -2.07942 -10.42319 0.06 0.26 -0.29 0.3205
C 1.79175 -0.35768 -5.98669 0.85 0.63 -0.11 -0.7263
O 1.98855 0.02454 -4.61124 -0.01 0.83 -1.16 1.1924
C 1.13850 -0.77444 -3.85014 -1.22 -1.00 -0.77 -0.3406
C 1.12745 -0.44271 -2.41642 0.94 1.17 0.34 -0.3957
N 0.44136 0.81899 -2.11054 -0.50 -1.22 -1.22 1.8544
C 0.53659 1.26832 -0.78529 -0.72 -0.99 3.14 -1.4583
C -0.52607 0.55821 0.12309 0.10 0.02 -0.59 1.4203
O -0.50338 1.07565 1.42660 -0.17 0.54 1.18 -0.4197
C -1.29892 0.36867 2.39138 -0.46 0.68 0.70 1.7257
H 2.18932 -1.33102 -6.18400 0.36 -0.81 0.14 -0.4189
H 2.34185 0.32961 -6.62526 -0.10 0.13 0.20 0.1817
H 0.75574 -0.39092 -6.27123 -0.67 0.32 0.09 0.4775
H 1.52390 -1.76593 -4.04036 -0.24 -0.86 0.47 0.1889
H 0.11719 -0.74929 -4.25824 0.00 0.05 -0.06 0.0392
H 2.20447 -0.30191 -2.24131 -0.06 -0.37 0.96 0.4151
H 0.67070 -1.26459 -1.86165 0.27 0.05 0.14 -1.1317
H 0.71505 1.56631 -2.72539 0.26 0.24 -0.60 -0.5844
H 0.31127 2.30986 -0.76368 0.02 0.94 0.15 -0.0077
H 1.45839 1.06223 -0.20977 0.44 0.33 -0.70 -0.0120
H -0.24555 -0.50709 0.22572 -0.63 0.09 -0.66 -0.3565
H -1.49847 0.74391 -0.37441 0.17 -0.59 0.49 -0.4050
H -2.38501 0.50476 2.25503 0.16 -0.11 -0.68 0.1201
H -1.20183 0.80684 3.44234 0.77 -0.57 -1.48 -1.3236
H -1.08392 -0.70935 2.37769 0.04 0.23 0.15 -0.2759
C -7.11536 3.48055 7.36625 1.30 0.37 -0.94 -0.7233
O -6.80933 3.12371 5.98934 -0.94 0.59 0.78 -0.1852
C -8.03405 3.11628 5.27588 0.40 0.41 -1.41 -0.6716
C -7.81213 3.14821 3.75599 -0.67 0.83 -0.30 -0.6667
N -6.90303 2.13748 3.23449 1.62 0.76 -0.27 -0.1290
C -6.67824 2.34171 1.78650 -0.86 -0.10 -0.32 -0.7205
C -5.46461 1.55945 1.32212 -0.01 -0.20 0.31 -0.1518
O -5.55445 1.37554 -0.06405 0.49 -0.04 -1.06 -0.4852
C -4.44197 0.76413 -0.74888 -0.35 -0.20 0.24 0.1949
H -6.27342 3.07292 7.95631 -0.70 0.14 0.00 0.1348
H -8.09997 3.07612 7.64733 0.46 0.12 0.19 0.3945
H -7.07707 4.59696 7.42785 -0.35 -0.79 0.21 0.2565
H -8.70856 3.97230 5.49802 0.54 -0.22 0.19 0.4215
H -8.56020 2.21557 5.52137 -0.48 -0.71 0.24 0.3831
H -7.53159 4.18262 3.39681 -0.01 -0.69 0.55 0.3482
H -8.82807 2.99589 3.31344 0.67 -0.11 0.19 0.4075
H -5.94914 2.34114 3.59872 -1.03 -0.27 0.44 -0.0416
H -6.57545 3.41191 1.50298 -0.17 -0.38 0.17 0.2636
H -7.54860 1.90574 1.26533 0.26 0.39 -0.03 0.3803
H -5.57054 0.60413 1.85190 0.60 -0.18 -0.03 0.2752
H -4.52827 2.07853 1.58861 -0.09 -0.22 0.11 0.1928
H -4.05437 -0.11086 -0.17685 -0.03 0.64 -0.25 -0.0899
H -3.60460 1.47005 -1.01942 -0.80 -0.45 0.59 -0.0643
H -4.85150 0.37003 -1.69841 0.15 0.29 0.56 0.0764
C 1.36990 0.43504 -9.26290 -0.98 -1.48 -1.27 -0.6127
O 0.69194 -0.83633 -9.01406 0.62 0.55 -0.03 -0.3854
C 1.41102 -2.00933 -9.35966 0.01 -0.09 -0.90 0.2434
C 0.63100 -3.21964 -8.91040 0.80 0.35 0.18 -1.3234
N 0.54227 -3.24161 -7.45894 -0.40 -0.49 0.05 0.2774
C -0.18781 -4.45425 -7.03922 0.68 -0.07 -1.67 -0.9523
C -0.31501 -4.62891 -5.57047 -0.29 -1.11 -0.44 -0.3553
O -0.70394 -3.42059 -5.07808 -1.22 2.14 1.79 -0.0982
C -1.79316 -3.35410 -4.14930 -1.14 0.66 -2.10 -1.2571
H 1.44059 0.60044 -10.39708 -0.06 -0.03 1.57 0.3104
H 2.35954 0.44395 -8.81476 0.16 0.03 0.02 0.2390
H 0.69411 1.13785 -8.77950 0.32 0.35 -0.23 0.1737
H 2.38467 -2.07213 -8.90203 0.53 0.45 0.35 -0.1629
H 1.57613 -2.09365 -10.46008 -0.18 0.29 0.40 0.4851
H 1.20579 -4.10804 -9.21445 -0.28 0.13 -0.16 0.4508
H -0.32264 -3.19278 -9.42477 -0.58 -0.33 -0.07 0.5188
H 0.09441 -2.37530 -7.16408 -0.12 -0.44 0.19 0.0201
H 0.38561 -5.30080 -7.48597 -0.43 0.32 0.35 0.4092
H -1.19486 -4.49538 -7.47059 -0.11 0.11 -0.19 0.3000
H 0.63505 -4.92148 -5.15913 0.50 -0.38 0.53 0.1222
H -1.09208 -5.40048 -5.41146 0.45 0.03 0.25 0.4873
H -1.55222 -3.31065 -3.12564 0.86 -0.10 1.25 0.2753
H -2.50522 -4.15842 -4.30428 0.09 -0.62 -0.04 0.6140
H -2.41016 -2.45700 -4.38527 0.90 -0.56 0.03 0.0299
C 5.06640 1.07612 -5.81733 -1.05 0.08 -0.33 -0.0255
O 4.81914 -0.09721 -6.58715 0.17 0.28 -0.12 -0.3647
H 4.56299 1.92799 -6.30115 0.67 -0.11 -0.46 0.2705
H 4.49106 1.07948 -4.89447 0.43 -0.45 0.47 -0.5138
H 6.13641 1.24046 -5.67312 -0.15 0.15 0.13 0.3701
H 4.65537 -0.84790 -6.00302 0.02 0.08 0.19 0.1729
C -0.69865 -4.56398 7.30194 -0.49 0.03 0.03 -0.6891
O -1.00620 -3.28288 6.68666 1.49 -1.26 -1.29 -0.5009
H -0.98072 -4.37077 8.33543 0.27 -0.59 0.14 0.2984
H -1.26134 -5.44533 6.91242 -0.17 0.94 0.02 0.2699
H 0.34631 -4.89712 7.20354 -0.08 0.72 0.18 0.2011
H -0.40330 -3.20438 5.90389 -0.88 0.17 0.79 0.2313
C -2.94468 -0.38510 -3.41070 -0.38 0.66 -1.39 -1.7562
O -2.17772 -0.66143 -2.28130 0.49 0.14 0.24 1.9137
H -3.71008 -1.16436 -3.61356 0.51 0.58 0.35 0.5829
H -3.39704 0.60512 -3.36475 -0.62 0.01 0.42 0.4873
H -2.30967 -0.23116 -4.29498 0.03 -0.69 -0.14 0.2346
H -1.45382 0.00969 -2.30555 0.03 -0.49 0.35 -0.8118